Here is C45H61BGe2N3O4RbSSb as an isolated structure from the OMol25 dataset. Energies are from ωB97M-V/def2-TZVPD.

- max |F| (eV/Å) = 0.63
- 2S+1 = 2
- highest occupied orbital energy (alpha / beta) (eV) = 0.001 / -1.005
- charge = -2
- Kohn-Sham gap (alpha / beta) (eV) = 3.5 / 4.5

XYZ file:
```
119
Properties=species:S:1:pos:R:3:lowdin_charge:R:1
Sb -1.7989 -3.1455 0.5638 1.488
Rb -0.1196 0.1904 -0.0516 0.488
Ge 2.9462 0.9899 -1.1265 0.848
Ge 2.5585 -1.7849 -0.2558 0.790
S -1.9086 -1.8327 -3.1468 0.528
O 4.2398 -0.7094 2.5935 0.039
O -2.1539 2.0661 -2.5677 0.111
O -1.3151 1.7619 -4.7164 0.145
O 1.9147 0.1679 1.9398 -0.206
N -2.6874 1.3821 1.0075 0.072
N -0.4133 1.1963 2.6385 -0.069
N 0.5830 1.1678 3.5458 0.025
C 3.5378 2.7174 -0.2576 -0.394
C 8.2522 1.0584 -3.3587 -0.131
C -2.4607 4.4972 -2.7519 -0.005
C -1.7850 5.4057 -4.8981 -0.122
C -1.5543 -3.4028 2.7161 -0.581
C -3.2939 3.3727 2.1673 -0.043
C -3.9925 -3.1393 0.5698 -0.557
C -4.6108 2.6438 0.3172 -0.077
C 8.0473 -0.2753 -3.0158 -0.113
C 4.3933 -1.3761 -0.8906 -0.268
C 2.7006 -4.0962 -2.1808 -0.191
C 2.3378 0.5961 -3.9993 -0.191
C -1.7727 -5.3539 -1.5118 -0.165
C 2.7874 -3.1890 1.1844 -0.373
C -2.3679 -4.5314 3.3377 -0.158
C 6.0908 1.5814 -2.4295 -0.045
C -1.3953 -0.3094 -3.1455 -0.559
C -1.5746 3.0756 -4.4963 -0.217
C 2.5447 0.7527 5.4799 -0.047
C 4.9733 -0.3787 4.7872 -0.025
C -1.8454 -2.0619 3.3934 -0.160
C -3.7308 1.5767 0.2032 -0.137
C 7.2615 1.9836 -3.0624 -0.100
C 1.6778 0.5331 3.1154 -0.459
C -2.4511 2.2790 1.9714 -0.279
C -4.6599 -4.5107 0.5935 -0.161
C -1.4109 4.1345 -5.3556 -0.009
C 4.5956 -0.1467 -1.3929 -0.365
C 4.3391 2.5519 1.0382 -0.181
C 2.5161 1.7090 -2.9607 -0.395
C 2.7415 0.3446 4.1608 -0.070
C 4.1414 -3.9068 1.1773 -0.194
C -2.0861 3.2583 -3.2114 -0.215
C -4.3826 3.5553 1.3338 -0.089
C -1.2652 2.1297 2.8241 -0.135
C -2.3008 5.5845 -3.6234 -0.120
C 4.7515 0.0406 6.0831 -0.117
C -0.1649 -5.7264 0.3937 -0.154
C 3.5293 0.6058 6.4432 -0.122
C 1.8668 -2.8652 -1.8083 -0.385
C -4.5023 -2.3206 -0.6183 -0.180
C 3.9742 -0.2445 3.8165 -0.270
C 6.8762 -0.6683 -2.3864 -0.047
C 5.8681 0.2508 -2.0652 -0.218
C -1.5515 -5.2239 -0.0031 -0.587
B -1.6719 1.0773 -3.5048 -0.722
H -1.6704 -2.1252 4.4746 0.075
H 5.9148 -0.8251 4.4901 0.110
H -4.2400 -2.6052 1.4930 0.070
H 3.3056 2.4064 -3.2719 0.037
H -1.7397 -6.4068 -1.8207 0.071
H -1.1082 2.8646 3.6131 0.107
H 4.1071 3.3077 -0.9847 0.027
H 1.9611 -3.8965 1.0569 0.019
H 1.4914 -0.0452 -3.7376 0.037
H 2.3547 -4.5613 -3.1134 0.054
H 5.1907 -2.1304 -0.8920 0.040
H -2.2033 -5.4912 2.8403 0.056
H -0.4879 -3.6224 2.8307 0.074
H -5.4327 2.7547 -0.3767 0.099
H 0.0230 -5.6284 1.4667 0.060
H 4.7074 3.5088 1.4277 0.054
H -5.7474 -4.3975 0.6984 0.071
H 1.5941 2.2962 -2.8785 0.042
H -2.8906 -1.7636 3.2501 0.064
H -2.1051 -4.6563 4.3965 0.070
H 4.1970 -4.7006 1.9345 0.053
H 3.7257 2.0976 1.8182 0.044
H 3.2301 -0.0370 -4.0515 0.056
H 1.8110 -2.1730 -2.6535 0.039
H -4.3120 -5.1426 1.4107 0.045
H 5.5372 -0.0741 6.8224 0.089
H 3.3519 0.9324 7.4609 0.082
H 3.7548 -3.8345 -2.3194 0.052
H 5.3216 2.3075 -2.2082 0.068
H 6.7336 -1.7142 -2.1432 0.094
H 2.6182 3.2802 -0.0619 0.044
H -2.3135 -5.7945 0.5316 0.059
H 1.5919 1.2057 5.7197 0.096
H -3.8635 0.8506 -0.5911 0.099
H -5.0397 4.4071 1.4678 0.098
H 7.3959 3.0264 -3.3289 0.092
H 8.8056 -1.0155 -3.2477 0.087
H -0.0460 -6.7849 0.1273 0.074
H 0.8318 -3.1557 -1.5966 0.004
H 5.2042 1.8985 0.8914 0.061
H 3.4155 -0.5634 2.0554 0.039
H -2.7335 -4.9405 -1.8317 0.050
H 0.6171 -5.1693 -0.1308 0.045
H 9.1651 1.3662 -3.8553 0.083
H -3.4379 -4.3075 3.2960 0.061
H -2.5817 6.5769 -3.2918 0.086
H 2.6386 -2.6997 2.1520 0.034
H -4.4812 -5.0487 -0.3420 0.063
H -1.6646 6.2612 -5.5510 0.085
H -4.0488 -1.3302 -0.6587 0.034
H -4.2652 -2.8018 -1.5712 0.040
H 4.3544 -4.3633 0.2071 0.043
H -1.2200 -1.2537 3.0081 0.043
H 2.6565 -4.8632 -1.4000 0.043
H -3.0754 4.0746 2.9629 0.102
H -1.0021 3.9845 -6.3465 0.111
H 2.1465 0.9875 -5.0055 0.057
H -5.5927 -2.1961 -0.5698 0.072
H -2.8581 4.6159 -1.7510 0.108
H 4.9453 -3.1964 1.3885 0.053
H -0.9987 -4.8141 -2.0654 0.054
```